Entry from the OMol25 dataset: a 2-piece molecular cluster, C14H30BrCl2ISi overall at a distorted geometry (wB97M-V/def2-TZVPD).

As for the HOMO energy: -9.57 eV. As for the SMILES: CCCCCCCCCC[Si@@H](I)[C@H](Br)CC.ClCCl. For the HOMO-LUMO gap, the calculation gives 9.83 eV. The molar mass comes out at 504.194 g mol⁻¹. For the total energy, the calculation gives -4632.839745 a.u.

Each line ends with the Mulliken charge.
Positions of all 49 atoms, in Å:
C -2.82654 -2.47429 1.88898  -0.78
C -3.22886 -2.02388 0.35641  -0.29
C -3.99881 -0.55267 0.50278  -0.78
C -2.83689 0.53840 0.94245  0.09
C -2.91491 1.95643 0.06723  -0.72
C -1.41736 2.50999 -0.33702  -0.31
C -0.34222 2.50970 0.90740  -0.21
C 0.96774 3.46976 0.68845  -0.61
C 1.66901 3.36958 -0.78924  -0.61
C 2.89839 2.29092 -0.90594  -0.66
Si 2.36341 0.44333 -0.79510  0.34
I 2.35044 -0.71992 -3.03308  -0.21
C 3.66079 -0.41649 0.40061  -0.54
Br 5.22639 -1.03648 -0.67978  -0.12
C 2.83579 -1.60624 1.16951  -0.20
C 3.82031 -2.25463 2.31542  -0.90
H -3.43194 -1.80330 2.64554  0.23
H -1.67039 -2.35173 2.10889  0.12
H -3.14165 -3.58801 2.06117  0.30
H -3.88457 -2.82401 -0.22155  0.31
H -2.25066 -1.81235 -0.25999  0.18
H -4.83881 -0.64745 1.31436  0.31
H -4.45939 -0.34186 -0.57002  0.30
H -3.05408 0.85256 2.06636  0.19
H -1.79693 0.00593 0.86851  -0.10
H -3.54153 2.77877 0.61527  0.31
H -3.51680 1.69447 -0.92791  0.31
H -1.43918 3.55093 -0.92109  0.31
H -0.99105 1.73024 -1.13401  0.05
H -0.07448 1.39446 1.23835  -0.03
H -0.92995 2.96042 1.84388  0.33
H 0.69326 4.57987 1.01544  0.32
H 1.78777 3.09994 1.47190  0.25
H 0.93660 3.16863 -1.67929  0.30
H 2.14924 4.44177 -1.00128  0.29
H 3.78012 2.56004 -0.14764  0.36
H 3.38478 2.43062 -1.98697  0.32
H 1.01841 0.25980 -0.26771  -0.07
H 3.96492 0.42892 1.18439  0.43
H 2.53295 -2.40129 0.34494  0.29
H 1.87690 -1.12844 1.68065  0.13
H 4.82340 -1.65458 2.42056  0.28
H 3.21651 -2.35576 3.33069  0.29
H 4.09656 -3.34844 1.92553  0.23
Cl -1.79226 -4.06465 -3.17584  -0.15
C -0.54720 -3.54569 -4.31847  0.19
Cl -1.26991 -2.90579 -5.79947  -0.16
H 0.05994 -2.76553 -3.85302  -0.19
H 0.08276 -4.40200 -4.57123  0.27

Atomic forces in eV per Å
-0.2 -0.3 -0.2
0.0 1.0 0.6
0.9 -1.1 -0.8
-1.2 0.7 0.4
0.1 -0.6 -0.7
0.6 -1.0 -0.8
-1.2 0.6 0.9
0.4 -0.9 0.6
0.8 1.2 -0.2
0.6 1.4 -0.9
1.8 0.4 0.1
-0.1 0.5 0.7
-2.0 0.4 1.0
-0.7 0.3 1.1
1.2 0.3 0.0
-0.6 -1.2 -0.6
1.3 -1.4 -1.4
-2.5 -0.3 -0.5
0.8 2.1 -0.2
1.4 1.7 1.4
-1.9 -0.6 1.0
1.5 0.3 -1.7
0.8 0.0 2.4
0.8 -0.9 -2.2
-1.9 1.2 0.1
1.3 -1.6 -0.8
1.4 0.7 2.0
-0.1 -2.1 1.6
-0.9 1.6 1.5
-0.4 2.5 -1.0
1.3 -1.0 -1.9
0.6 -2.4 -1.1
-1.7 0.9 -1.6
1.1 0.4 1.9
-1.0 -2.3 0.4
-2.0 -0.7 -1.5
-1.0 -0.2 2.3
-0.3 -0.1 0.1
-0.2 -2.0 -1.7
0.4 1.6 1.9
2.0 -1.0 -1.2
-2.1 -1.1 0.0
1.6 0.2 -2.1
-0.5 2.4 1.1
0.1 0.0 0.1
0.4 0.0 0.1
0.1 0.0 0.0
-0.3 -0.1 -0.1
-0.3 0.2 0.0